No. 1
C25H52BBrO8S4 | the ωB97M-V functional and the def2-TZVPD basis

* LUMO: 0.0149 hartree
* charge: 0
* 2S+1: 1
* SMILES: CCCCCCB(Br)CCC.O=S1(=O)CCCC1.O=S1(=O)CCCC1.O=S1(=O)CCCC1.O=S1(=O)CCCC1
* Kohn-Sham gap: 0.3730 Eh
* HOMO energy: -0.3581 Ha

Last column: Löwdin charge in e.
Element x y z (Å)
C (-1.2539, -0.1870, -1.7080)  -0.10
C (0.0698, -0.6852, -1.1040)  -0.26
C (1.1275, -0.7794, -2.2010)  -0.24
C (2.3558, -1.5872, -1.7926)  -0.21
C (3.3810, -1.7221, -2.9309)  -0.23
C (4.5466, -0.7151, -2.8771)  -0.18
B (4.2504, 0.7582, -3.3246)  -0.72
Br (3.0672, 1.0610, -4.8770)  0.72
C (4.8600, 2.0542, -2.6862)  -0.21
C (4.1560, 2.5214, -1.3973)  -0.25
C (4.0982, 1.4686, -0.2808)  -0.08
H (-1.4620, -0.7717, -2.6037)  0.07
H (-2.0751, -0.2192, -1.0018)  0.03
H (-1.0714, 0.8272, -2.0605)  0.08
H (-0.0607, -1.6303, -0.5776)  0.11
H (0.3660, 0.0722, -0.3782)  0.10
H (0.6839, -1.2144, -3.0943)  0.11
H (1.4411, 0.2435, -2.4140)  0.09
H (2.7963, -1.2064, -0.8735)  0.10
H (1.9957, -2.5939, -1.5697)  0.11
H (3.7978, -2.7292, -2.9296)  0.09
H (2.8549, -1.6100, -3.8777)  0.08
H (5.2996, -1.0557, -3.6009)  0.11
H (5.0269, -0.7622, -1.9013)  0.09
H (4.7795, 2.8615, -3.4136)  0.08
H (5.9246, 1.9569, -2.4645)  0.11
H (4.7306, 3.3621, -1.0111)  0.10
H (3.1489, 2.8924, -1.5835)  0.11
H (3.9698, 1.9577, 0.6775)  0.03
H (3.2185, 0.8438, -0.4256)  0.06
H (5.0114, 0.8818, -0.2910)  0.08
O (4.4277, 3.6573, 2.3781)  -0.32
S (3.7375, 2.8435, 3.3480)  0.65
O (3.7639, 1.4052, 3.2734)  -0.32
C (4.2380, 3.3632, 4.9846)  -0.23
C (3.2521, 4.4705, 5.3447)  -0.22
C (1.8749, 3.9703, 4.8883)  -0.21
C (2.0373, 3.4114, 3.4687)  -0.22
H (5.2743, 3.6911, 4.9566)  0.11
H (4.1325, 2.5048, 5.6473)  0.11
H (3.2713, 4.6887, 6.4113)  0.11
H (3.5100, 5.3865, 4.8088)  0.12
H (1.5346, 3.1790, 5.5590)  0.12
H (1.1285, 4.7627, 4.9128)  0.11
H (1.3744, 2.5719, 3.2753)  0.10
H (1.8932, 4.1795, 2.7114)  0.11
O (-4.3840, -2.2020, 0.8360)  -0.32
S (-4.8563, -1.0057, 0.1831)  0.67
O (-4.0210, 0.1650, 0.0576)  -0.34
C (-5.4916, -1.4483, -1.4286)  -0.23
C (-6.9600, -1.7748, -1.1731)  -0.22
C (-7.4769, -0.6887, -0.2176)  -0.23
C (-6.4362, -0.5394, 0.8970)  -0.23
H (-4.9179, -2.2834, -1.8243)  0.11
H (-5.3835, -0.5778, -2.0748)  0.11
H (-7.5283, -1.7992, -2.1019)  0.11
H (-7.0440, -2.7565, -0.7010)  0.12
H (-7.5790, 0.2535, -0.7543)  0.11
H (-8.4519, -0.9364, 0.1880)  0.11
H (-6.3701, 0.4826, 1.2579)  0.09
H (-6.6324, -1.2168, 1.7270)  0.11
O (-11.0647, 1.0703, 2.3440)  -0.31
S (-9.7375, 1.6275, 2.3026)  0.68
O (-8.8426, 1.3326, 1.2082)  -0.33
C (-9.8487, 3.3983, 2.5255)  -0.23
C (-9.7796, 3.5911, 4.0372)  -0.22
C (-8.6799, 2.6415, 4.5313)  -0.21
C (-8.9154, 1.2811, 3.8625)  -0.21
H (-10.7717, 3.7591, 2.0781)  0.11
H (-8.9895, 3.8466, 2.0273)  0.11
H (-9.5669, 4.6270, 4.2962)  0.12
H (-10.7353, 3.3200, 4.4906)  0.12
H (-7.7031, 3.0319, 4.2391)  0.12
H (-8.6833, 2.5488, 5.6160)  0.11
H (-7.9871, 0.7523, 3.6602)  0.10
H (-9.5798, 0.6499, 4.4493)  0.11
O (7.6765, -7.6609, -3.9593)  -0.32
S (8.2116, -6.3424, -3.7326)  0.66
O (9.6301, -6.0948, -3.7786)  -0.33
C (7.3679, -5.1905, -4.8114)  -0.23
C (6.1557, -4.7373, -4.0040)  -0.23
C (6.6667, -4.4997, -2.5777)  -0.22
C (7.5360, -5.7039, -2.1941)  -0.22
H (7.1131, -5.6893, -5.7432)  0.11
H (8.0497, -4.3625, -5.0037)  0.11
H (5.7073, -3.8393, -4.4277)  0.11
H (5.3969, -5.5228, -3.9985)  0.12
H (7.2683, -3.5886, -2.5537)  0.12
H (5.8469, -4.3682, -1.8726)  0.11
H (8.3579, -5.4305, -1.5376)  0.10
H (6.9485, -6.4986, -1.7386)  0.10

=====

No. 2
C11H14NSeTe4W | the ωB97M-V functional and the def2-TZVPD basis

* LUMO (alpha / beta): -0.4464 / -0.4464 hartree
* charge: +3
* 2S+1: 1
* Kohn-Sham gap (alpha / beta): 0.1919 / 0.1919 Eh
* HOMO energy (alpha / beta): -0.6383 / -0.6383 Ha

Last column: natural (NBO) charge in e.
Element x y z (Å)
W (-2.4828, 3.4862, 1.5155)  -0.20
Te (-0.6880, 5.3130, 2.4035)  0.38
Te (-1.6899, 5.5875, -0.0694)  0.48
Te (-4.1388, 4.2602, -0.5357)  0.51
Te (-5.1461, 3.0210, 1.6108)  0.38
C (3.0418, -3.5971, -3.3308)  -0.64
C (2.2081, -2.5975, -2.5734)  0.02
C (2.7658, -1.4069, -2.1128)  -0.13
C (2.0364, -0.4210, -1.3934)  -0.17
C (2.6163, 0.8735, -0.8873)  -0.61
C (0.8199, -0.9479, -1.3118)  0.64
Se (-1.3757, 1.6812, 0.6999)  0.19
C (0.0133, -1.9558, -1.6141)  -0.17
C (-1.4452, -2.2215, -1.3399)  -0.61
C (0.8653, -2.8503, -2.3209)  -0.13
H (4.0709, -3.2665, -3.4406)  0.24
H (2.6241, -3.7678, -4.3231)  0.26
H (3.0369, -4.5610, -2.8224)  0.26
H (3.8087, -1.1611, -2.2860)  0.27
H (3.6599, 0.9521, -1.1762)  0.27
H (2.5472, 0.9183, 0.1991)  0.24
H (2.0720, 1.7202, -1.3041)  0.24
H (-1.9005, -1.4008, -0.7932)  0.22
H (-1.5482, -3.1358, -0.7581)  0.27
H (-1.9760, -2.3597, -2.2802)  0.27
H (0.3799, -3.7612, -2.6593)  0.27
C (-2.3374, 1.7397, 5.9295)  -0.75
C (-2.4190, 2.3075, 4.5955)  0.61
N (-2.4717, 2.7628, 3.5496)  -0.52
H (-1.4565, 1.1047, 6.0125)  0.30
H (-3.2216, 1.1430, 6.1510)  0.31
H (-2.2690, 2.5410, 6.6659)  0.31

=====

No. 3
C21H21N5O2 | the ωB97M-V functional and the def2-TZVPD basis

* LUMO: 0.0032 hartree
* charge: 0
* energy above the lowest of the compared OMol25 structures with the same formula, charge and spin: 32.1 kcal per mole
* 2S+1: 1
* SMILES: COc1ccc(C2=NC(C)=C(C(=O)Nc3ccc4[nH]ncc4c3)[C@H](C)N2)cc1
* Kohn-Sham gap: 0.2819 Eh
* HOMO energy: -0.2787 Ha

Last column: natural (NBO) charge in e.
Element x y z (Å)
C (3.0344, -4.9749, -6.1129)  -0.25
O (2.0911, -5.5423, -5.2105)  -0.52
C (1.5995, -4.7272, -4.2423)  0.32
C (1.1176, -3.4751, -4.5580)  -0.28
C (0.7290, -2.6274, -3.5511)  -0.14
C (0.6990, -3.0099, -2.2105)  -0.07
C (0.2387, -2.0582, -1.2048)  0.47
N (0.0113, -0.8036, -1.5651)  -0.58
C (-0.4787, 0.1651, -0.7248)  0.26
C (-0.9056, 1.4645, -1.3213)  -0.65
C (-0.5686, -0.0549, 0.6392)  -0.21
C (-1.0616, 0.9018, 1.6170)  0.66
O (-1.9708, 0.6004, 2.3620)  -0.61
N (-0.4779, 2.1616, 1.6799)  -0.60
C (-0.7536, 3.2143, 2.5535)  0.14
C (-0.0310, 4.4152, 2.2784)  -0.22
C (-0.3918, 5.5982, 2.9244)  -0.25
C (-1.4246, 5.5781, 3.8597)  0.17
N (-2.0644, 6.5615, 4.6029)  -0.40
N (-3.0779, 6.0337, 5.4124)  -0.21
C (-3.1183, 4.7308, 5.1553)  -0.03
C (-2.0532, 4.3967, 4.2007)  -0.14
C (-1.7166, 3.2298, 3.5751)  -0.21
C (-0.2796, -1.4401, 1.1549)  -0.06
C (0.9356, -1.3861, 2.0007)  -0.60
N (0.0293, -2.4280, 0.1170)  -0.59
C (1.1709, -4.3167, -1.9082)  -0.17
C (1.6303, -5.1489, -2.9241)  -0.27
H (3.5612, -5.7745, -6.6482)  0.20
H (3.7317, -4.2855, -5.6142)  0.19
H (2.4573, -4.4682, -6.8899)  0.17
H (1.0927, -3.1492, -5.6186)  0.22
H (0.3445, -1.6853, -3.8585)  0.24
H (-1.6178, 1.9938, -0.7094)  0.22
H (-0.0234, 2.1035, -1.3979)  0.21
H (-1.3376, 1.2286, -2.2817)  0.24
H (0.1948, 2.3401, 0.9529)  0.40
H (0.7802, 4.4143, 1.5260)  0.21
H (0.1395, 6.5346, 2.7432)  0.22
H (-1.9141, 7.5483, 4.4663)  0.40
H (-3.7184, 3.9508, 5.6681)  0.22
H (-2.2643, 2.3535, 3.8483)  0.25
H (-1.1537, -1.7459, 1.7372)  0.22
H (1.8185, -1.0834, 1.4104)  0.21
H (0.8194, -0.6510, 2.8011)  0.22
H (1.0997, -2.3692, 2.4409)  0.20
H (0.0314, -3.4039, 0.3933)  0.40
H (1.1108, -4.7453, -0.8952)  0.21
H (1.9349, -6.1645, -2.6733)  0.23

=====

No. 4
C3H3NS | the ωB97M-V functional and the def2-TZVPD basis

* LUMO: -0.0020 hartree
* charge: 0
* energy above the lowest of the compared OMol25 structures with the same formula, charge and spin: 50.5 kcal per mole
* 2S+1: 1
* SMILES: C#CC(N)=S
* Kohn-Sham gap: 0.3254 Eh
* HOMO energy: -0.3274 Ha

Last column: natural (NBO) charge in e.
Element x y z (Å)
C (-2.4270, -0.5108, -0.1072)  -0.21
C (-1.1962, -0.3801, 0.2452)  -0.05
C (0.1750, 0.2527, 0.0064)  -0.04
N (0.0906, 1.6583, -0.0350)  -0.80
S (1.4475, -0.6744, -0.0167)  0.01
H (-3.1289, -1.2931, -0.3539)  0.24
H (0.9258, 2.1717, -0.2766)  0.41
H (-0.9010, 2.1330, 0.2764)  0.43

=====

No. 5
C24H29IN2O4P2STi | the ωB97M-V functional and the def2-TZVPD basis

* LUMO: -0.2474 hartree
* charge: +2
* energy above the lowest of the compared OMol25 structures with the same formula, charge and spin: 0.0 kcal per mole
* 2S+1: 1
* Kohn-Sham gap: 0.2871 Eh
* HOMO energy: -0.5345 Ha

Last column: natural (NBO) charge in e.
Element x y z (Å)
Ti (0.6188, 0.9925, 0.0267)  1.52
C (-0.3719, 2.8275, 3.2929)  -0.95
P (0.3079, 1.2752, 2.6367)  0.99
C (1.9328, 1.1873, 3.4474)  -0.93
C (-0.7055, -0.0664, 3.3047)  -0.36
C (-1.3614, 0.0219, 4.5271)  -0.17
C (-2.1266, -1.0435, 4.9815)  -0.16
C (-2.2373, -2.1989, 4.2220)  -0.18
C (-1.5786, -2.3010, 3.0049)  -0.12
C (-0.8124, -1.2365, 2.5416)  -0.38
P (0.1433, -1.3182, 1.0101)  0.98
C (1.6993, -2.1502, 1.4285)  -0.94
C (-0.7057, -2.4360, -0.1289)  -0.95
H (-0.2037, 2.8746, 4.3697)  0.26
H (-1.4390, 2.9106, 3.0977)  0.26
H (0.1524, 3.6661, 2.8346)  0.26
H (1.8069, 1.0014, 4.5146)  0.26
H (2.4388, 2.1433, 3.3084)  0.27
H (2.5671, 0.4196, 3.0106)  0.26
H (-1.2889, 0.9175, 5.1309)  0.23
H (-2.6396, -0.9696, 5.9307)  0.25
H (-2.8372, -3.0249, 4.5790)  0.25
H (-1.6723, -3.2115, 2.4274)  0.22
H (1.4806, -3.1689, 1.7542)  0.27
H (2.2017, -1.6324, 2.2437)  0.26
H (2.3550, -2.1903, 0.5595)  0.26
H (-0.8138, -3.4200, 0.3288)  0.26
H (-0.1073, -2.5375, -1.0341)  0.27
H (-1.6883, -2.0467, -0.3928)  0.26
C (-1.7221, -4.3572, -5.4409)  -0.65
C (-1.1184, -3.2178, -4.6771)  0.06
C (0.2704, -3.1242, -4.5330)  -0.20
C (0.8455, -2.0612, -3.8668)  -0.16
C (0.0153, -1.0824, -3.3231)  -0.42
C (-1.3634, -1.1452, -3.4483)  -0.12
C (-1.9179, -2.2196, -4.1250)  -0.22
S (0.7896, 0.2727, -2.5560)  2.30
O (-0.2995, 0.9358, -1.7067)  -0.97
O (1.4294, 1.1181, -3.5058)  -0.84
N (1.7024, -0.2045, -1.3400)  -0.99
C (3.1343, 0.0547, -1.3633)  -0.36
C (3.4670, 0.7616, -0.0631)  0.78
O (4.4836, 0.7601, 0.5374)  -0.47
O (2.3414, 1.4310, 0.4158)  -0.80
H (-1.2340, -5.2988, -5.1923)  0.24
H (-1.5907, -4.1947, -6.5124)  0.25
H (-2.7880, -4.4521, -5.2451)  0.23
H (0.9043, -3.8914, -4.9587)  0.24
H (1.9230, -1.9939, -3.7754)  0.23
H (-1.9918, -0.3676, -3.0347)  0.23
H (-2.9930, -2.2804, -4.2355)  0.23
H (3.4131, 0.7119, -2.1935)  0.27
H (3.7281, -0.8562, -1.4311)  0.25
I (-2.5790, 1.7335, 0.4678)  0.39
C (-1.3214, 3.3551, 0.0909)  0.10
C (-1.8320, 4.6237, -0.0914)  -0.25
C (-0.9341, 5.6615, -0.3048)  -0.09
C (0.4270, 5.3944, -0.3246)  -0.22
C (0.8516, 4.0939, -0.1395)  0.08
N (-0.0135, 3.0863, 0.0674)  -0.59
H (-2.8981, 4.7973, -0.0671)  0.26
H (-1.2991, 6.6693, -0.4514)  0.26
H (1.1552, 6.1760, -0.4847)  0.26
H (1.8994, 3.8249, -0.1458)  0.24

=====

No. 6
C7H13N3O | the ωB97M-V functional and the def2-TZVPD basis

* LUMO: 0.0327 hartree
* charge: 0
* energy above the lowest of the compared OMol25 structures with the same formula, charge and spin: 4.4 kcal per mole
* 2S+1: 1
* SMILES: Cc1c[nH]cn1.CCC(N)=O
* Kohn-Sham gap: 0.3386 Eh
* HOMO energy: -0.3059 Ha

Last column: natural (NBO) charge in e.
Element x y z (Å)
C (3.0384, 0.1462, -1.5997)  -0.64
C (2.1730, -0.7459, -0.7837)  0.10
C (2.4333, -1.4912, 0.3333)  -0.12
N (1.2714, -2.1463, 0.6235)  -0.52
C (0.3717, -1.8157, -0.3442)  0.16
N (0.8792, -0.9802, -1.1983)  -0.45
H (3.7112, -0.2920, -2.3430)  0.22
H (3.6204, 0.7977, -0.9484)  0.22
H (2.4078, 0.8242, -2.1633)  0.23
H (3.3408, -1.5538, 0.9018)  0.21
H (1.1442, -2.8584, 1.3201)  0.41
H (-0.6202, -2.2369, -0.3028)  0.18
C (-1.9132, 0.7405, 2.1977)  -0.60
C (-2.4234, 0.6240, 0.7629)  -0.50
C (-1.5161, 1.3495, -0.2141)  0.68
N (-2.0513, 1.6567, -1.4291)  -0.83
O (-0.3446, 1.5486, 0.0267)  -0.61
H (-1.8664, 1.7568, 2.5814)  0.21
H (-0.8948, 0.3866, 2.2426)  0.22
H (-2.5083, 0.1441, 2.8767)  0.20
H (-2.3513, -0.4225, 0.4685)  0.22
H (-3.4601, 0.9424, 0.7502)  0.21
H (-1.4530, 2.1808, -2.0465)  0.40
H (-2.9885, 1.4448, -1.7122)  0.39

=====

| no. | energy (eV) |
| --- | --- |
| 1 | -157208.1778 |
| 2 | -109439.7654 |
| 3 | -33662.3051 |
| 4 | -15481.5673 |
| 5 | -97147.3712 |
| 6 | -13988.1716 |